1.
{
  "formula": "Br2S2",
  "method": "wB97M-V/def2-TZVPD",
  "symbols": ["S", "S", "Br", "Br"],
  "coordinates": [[-1.515, 1.729, 0.946], [0.992, 1.114, -0.853], [-2.383, 0.068, 0.031], [2.567, 0.104, 0.059]],
  "lowdin_charge": [-0.09, -0.13, 0.09, 0.13],
  "total_charge": 0,
  "relative_energy_kcal_mol": 66.9,
  "homo_ev": [-9.014, -8.937],
  "gap_ev": [5.5, 5.4],
  "lumo_energy_ev": [-3.55, -3.53]
}

2.
{
  "formula": "C21H43Cl2N9SScSe",
  "method": "wB97M-V/def2-TZVPD",
  "symbols": ["Sc", "Cl", "C", "Cl", "H", "H", "C", "N", "C", "N", "C", "N", "C", "N", "C", "C", "H", "H", "H", "H", "H", "H", "H", "H", "H", "H", "H", "H", "C", "C", "C", "C", "N", "H", "H", "H", "H", "H", "H", "H", "H", "H", "C", "C", "N", "C", "S", "N", "C", "C", "H", "H", "H", "H", "H", "H", "H", "H", "H", "H", "H", "H", "C", "N", "C", "C", "N", "C", "C", "Se", "H", "H", "H", "H", "H", "H", "H", "H"],
  "coordinates": [[0.757, -0.453, -1.075], [-1.738, -1.422, -0.996], [-1.437, -2.722, 0.299], [1.657, -0.664, -3.275], [-1.006, -3.545, -0.260], [-2.403, -2.929, 0.740], [-1.204, 2.193, -0.781], [-1.899, 3.382, -1.234], [-0.925, 4.289, -1.846], [-0.247, 3.666, -2.987], [0.429, 2.471, -2.526], [-0.508, 1.481, -1.898], [-1.537, 1.166, -2.944], [-2.230, 2.351, -3.406], [-2.875, 2.996, -2.258], [-1.256, 3.282, -3.977], [-1.917, 1.498, -0.331], [-0.453, 2.472, -0.037], [-0.180, 4.571, -1.100], [-1.440, 5.187, -2.187], [1.170, 2.753, -1.774], [0.924, 1.975, -3.359], [-2.277, 0.484, -2.529], [-1.029, 0.674, -3.774], [-3.600, 2.307, -1.822], [-3.401, 3.886, -2.601], [-1.776, 4.176, -4.323], [-0.763, 2.810, -4.828], [2.987, -2.486, 1.740], [2.338, -2.749, 0.377], [3.354, -2.390, -0.713], [1.966, -4.225, 0.243], [1.142, -1.895, 0.201], [3.915, -3.053, 1.838], [2.334, -2.786, 2.561], [3.221, -1.424, 1.844], [4.263, -2.973, -0.552], [3.635, -1.335, -0.654], [2.979, -2.614, -1.712], [2.846, -4.863, 0.343], [1.519, -4.415, -0.735], [1.256, -4.516, 1.021], [6.567, 2.481, -0.562], [5.497, 3.553, -0.686], [4.154, 3.049, -0.376], [3.524, 2.004, -0.925], [2.357, 1.222, 0.086], [3.778, 1.578, -2.156], [4.396, 2.304, -3.269], [3.685, 3.603, -3.612], [7.543, 2.909, -0.792], [6.390, 1.652, -1.249], [6.600, 2.082, 0.451], [5.508, 4.016, -1.668], [5.678, 4.354, 0.028], [3.812, 3.266, 0.547], [3.268, 0.743, -2.426], [4.340, 1.616, -4.112], [5.456, 2.463, -3.075], [2.655, 3.424, -3.917], [4.201, 4.095, -4.436], [3.668, 4.294, -2.768], [-1.716, -4.772, 3.904], [-2.337, -3.492, 4.191], [-3.044, -3.218, 5.348], [-3.460, -1.941, 5.242], [-2.996, -1.483, 4.022], [-3.229, -0.145, 3.515], [-2.297, -2.430, 3.353], [-0.164, -2.001, 1.571], [-1.061, -5.065, 4.723], [-1.126, -4.665, 2.998], [-2.472, -5.542, 3.756], [-3.184, -3.941, 6.133], [-4.035, -1.331, 5.916], [-2.884, 0.598, 4.232], [-4.289, 0.014, 3.318], [-2.668, -0.036, 2.591]],
  "lowdin_charge": [0.37, 0.58, -0.72, 0.12, 0.03, 0.01, -0.18, -0.08, -0.15, -0.08, -0.23, -0.18, -0.20, -0.08, -0.15, -0.15, 0.11, 0.11, 0.13, 0.13, 0.08, 0.08, 0.07, 0.12, 0.13, 0.13, 0.13, 0.13, -0.07, -0.73, -0.08, -0.06, -0.52, 0.09, 0.06, 0.07, 0.09, 0.05, 0.05, 0.09, 0.09, 0.06, -0.07, -0.22, 0.02, -0.76, 0.70, 0.03, -0.20, -0.06, 0.09, 0.07, 0.08, 0.09, 0.13, 0.12, 0.00, 0.13, 0.10, 0.06, 0.09, 0.07, -0.03, -0.16, -0.06, -0.06, -0.17, -0.03, -0.14, 0.97, 0.09, 0.06, 0.09, 0.12, 0.12, 0.09, 0.09, 0.07],
  "total_charge": 1,
  "relative_energy_kcal_mol": 0.0,
  "homo_ev": -10.650,
  "gap_ev": 8.6,
  "lumo_energy_ev": -2.04
}

3.
{
  "formula": "C43H48BrN4O2Ta",
  "method": "wB97M-V/def2-TZVPD",
  "symbols": ["Ta", "C", "C", "C", "C", "C", "C", "C", "N", "C", "C", "C", "C", "C", "C", "C", "C", "C", "C", "N", "C", "C", "C", "N", "C", "C", "C", "C", "C", "C", "C", "C", "C", "C", "C", "C", "C", "C", "N", "C", "C", "H", "H", "H", "H", "H", "H", "H", "H", "H", "H", "H", "H", "H", "H", "H", "H", "H", "H", "H", "H", "H", "H", "H", "H", "H", "H", "H", "H", "H", "H", "H", "H", "H", "H", "H", "H", "H", "H", "H", "H", "H", "H", "H", "H", "Br", "C", "C", "C", "C", "C", "C", "C", "O", "O", "H", "H", "H", "H"],
  "coordinates": [[0.030, 0.065, 0.000], [-0.519, -6.351, -0.722], [0.200, -5.601, 0.408], [0.613, -4.222, -0.002], [1.801, -3.835, -0.556], [3.010, -4.678, -0.816], [4.065, -4.523, 0.288], [1.706, -2.437, -0.817], [0.460, -1.949, -0.429], [-0.220, -3.067, 0.053], [-1.522, -3.052, 0.487], [-2.344, -1.954, 0.513], [-3.712, -1.974, 0.920], [-4.427, -3.184, 1.434], [-4.107, -3.463, 2.910], [-4.189, -0.701, 0.782], [-3.116, 0.098, 0.289], [-3.214, 1.433, -0.021], [-2.218, 2.192, -0.575], [-0.944, 1.722, -0.888], [-0.301, 2.817, -1.457], [0.977, 2.800, -1.952], [1.801, 1.703, -1.984], [1.464, 0.448, -1.481], [2.574, -0.355, -1.750], [2.678, -1.683, -1.428], [3.579, 0.401, -2.424], [3.111, 1.677, -2.550], [3.783, 2.838, -3.214], [3.362, 2.986, -4.683], [4.911, -0.132, -2.848], [5.913, -0.165, -1.687], [-1.173, 3.951, -1.499], [-2.354, 3.567, -0.941], [-3.601, 4.379, -0.785], [-4.560, 4.200, -1.969], [-0.802, 5.301, -2.027], [-0.006, 6.123, -1.004], [-1.964, -0.665, 0.133], [-5.555, -0.183, 1.107], [-5.609, 0.492, 2.485], [-0.820, -7.344, -0.391], [0.135, -6.464, -1.588], [-1.412, -5.814, -1.049], [1.087, -6.157, 0.712], [-0.442, -5.550, 1.290], [3.442, -4.419, -1.785], [2.706, -5.722, -0.891], [4.392, -3.485, 0.380], [4.938, -5.138, 0.073], [3.661, -4.832, 1.254], [-1.942, -3.992, 0.820], [-4.170, -4.054, 0.826], [-5.500, -3.040, 1.316], [-3.033, -3.596, 3.065], [-4.612, -4.368, 3.248], [-4.435, -2.636, 3.542], [-4.165, 1.916, 0.156], [1.355, 3.719, -2.380], [3.593, -2.187, -1.705], [4.863, 2.702, -3.153], [3.562, 3.756, -2.667], [3.619, 2.091, -5.252], [3.867, 3.835, -5.142], [2.285, 3.139, -4.775], [5.302, 0.489, -3.653], [4.793, -1.133, -3.269], [6.083, 0.839, -1.294], [6.871, -0.565, -2.019], [5.550, -0.787, -0.866], [-3.327, 5.430, -0.689], [-4.104, 4.114, 0.147], [-4.090, 4.518, -2.901], [-5.462, 4.794, -1.824], [-4.856, 3.155, -2.087], [-1.712, 5.837, -2.298], [-0.230, 5.197, -2.952], [-0.592, 6.283, -0.098], [0.257, 7.097, -1.415], [0.917, 5.613, -0.718], [-6.265, -1.009, 1.077], [-5.878, 0.520, 0.336], [-5.339, -0.213, 3.273], [-6.612, 0.862, 2.691], [-4.917, 1.336, 2.541], [-0.458, -1.023, 2.936], [0.754, 0.004, 4.021], [0.747, -0.150, 5.387], [1.631, 0.628, 6.129], [2.483, 1.530, 5.512], [2.474, 1.679, 4.130], [1.606, 0.904, 3.382], [1.418, 0.898, 1.921], [0.484, 1.611, 1.375], [1.895, -0.023, 1.199], [0.078, -0.850, 5.869], [1.646, 0.522, 7.206], [3.161, 2.127, 6.108], [3.136, 2.382, 3.642]],
  "lowdin_charge": [2.04, -0.06, -0.17, -0.10, -0.10, -0.17, -0.06, -0.20, -0.04, -0.22, 0.03, -0.27, -0.11, -0.16, -0.06, -0.10, -0.20, 0.08, -0.19, -0.03, -0.20, 0.08, -0.19, -0.03, -0.20, 0.08, -0.10, -0.11, -0.17, -0.06, -0.17, -0.06, -0.10, -0.10, -0.17, -0.06, -0.17, -0.07, -0.07, -0.17, -0.06, 0.08, 0.08, 0.08, 0.12, 0.11, 0.12, 0.12, 0.07, 0.08, 0.08, 0.13, 0.12, 0.11, 0.07, 0.09, 0.07, 0.12, 0.13, 0.13, 0.12, 0.12, 0.08, 0.08, 0.08, 0.12, 0.12, 0.08, 0.08, 0.07, 0.12, 0.11, 0.08, 0.08, 0.08, 0.12, 0.12, 0.08, 0.08, 0.07, 0.11, 0.12, 0.07, 0.08, 0.07, 1.01, -0.50, -0.08, -0.03, -0.03, 0.01, -0.17, -0.58, -0.08, -0.05, 0.12, 0.12, 0.12, 0.13],
  "total_charge": 2,
  "homo_ev": -12.560,
  "gap_ev": 5.5,
  "lumo_energy_ev": -7.03
}

4.
{
  "formula": "C2H3ClF2O",
  "method": "wB97M-V/def2-TZVPD",
  "symbols": ["C", "C", "O", "F", "F", "Cl", "H", "H", "H"],
  "coordinates": [[0.043, 0.367, -0.296], [0.957, -0.549, 1.339], [-0.870, 0.276, -1.275], [1.568, 0.501, 1.856], [1.799, -1.415, 0.745], [1.612, 0.526, -1.109], [-0.184, 1.152, 0.401], [0.252, -1.041, 2.040], [-0.728, -0.498, -1.964]],
  "lowdin_charge": [-0.63, -0.33, -0.10, 0.06, -0.02, 0.64, 0.07, 0.14, 0.17],
  "total_charge": 0,
  "relative_energy_kcal_mol": 62.1,
  "homo_ev": -9.140,
  "gap_ev": 9.8,
  "lumo_energy_ev": 0.61
}

5.
{
  "formula": "C31H27BrF5O5PS3W",
  "method": "wB97M-V/def2-TZVPD",
  "symbols": ["W", "O", "C", "O", "C", "C", "C", "C", "C", "C", "P", "C", "C", "C", "C", "C", "C", "C", "C", "C", "C", "C", "C", "H", "H", "H", "H", "H", "H", "H", "H", "H", "H", "H", "H", "H", "H", "C", "O", "C", "C", "O", "C", "H", "H", "H", "H", "H", "H", "H", "H", "H", "H", "F", "C", "C", "F", "C", "F", "C", "S", "C", "F", "C", "F", "Br", "C", "O", "C", "S", "S", "H", "H", "H"],
  "coordinates": [[0.255, -0.312, 0.505], [-1.969, 3.054, 0.656], [-1.037, 2.464, 1.098], [-0.520, 1.395, 0.439], [-0.305, 2.850, 2.346], [-0.928, 3.798, 3.146], [-0.315, 4.262, 4.297], [0.951, 3.807, 4.626], [1.583, 2.868, 3.825], [0.952, 2.344, 2.698], [1.848, 1.126, 1.664], [3.035, 0.261, 2.715], [4.118, -0.369, 2.103], [4.967, -1.171, 2.846], [4.725, -1.378, 4.198], [3.618, -0.799, 4.800], [2.767, 0.011, 4.058], [2.806, 2.246, 0.574], [2.121, 2.919, -0.442], [2.794, 3.784, -1.291], [4.160, 3.987, -1.144], [4.844, 3.334, -0.130], [4.171, 2.474, 0.729], [-1.897, 4.167, 2.838], [-0.818, 4.986, 4.926], [1.457, 4.186, 5.506], [2.583, 2.544, 4.079], [4.275, -0.266, 1.036], [5.804, -1.658, 2.361], [5.386, -2.013, 4.776], [3.403, -0.989, 5.844], [1.877, 0.413, 4.524], [1.064, 2.753, -0.610], [2.246, 4.296, -2.073], [4.688, 4.650, -1.819], [5.908, 3.494, 0.000], [4.720, 2.000, 1.531], [-3.024, -1.336, -0.660], [-2.048, -0.320, -0.901], [-2.180, 0.215, -2.208], [-1.705, 1.636, -2.295], [-0.295, 1.774, -2.208], [0.362, 1.887, -3.450], [-4.023, -0.930, -0.829], [-2.934, -1.646, 0.374], [-2.866, -2.196, -1.317], [-3.242, 0.222, -2.467], [-1.660, -0.438, -2.918], [-2.150, 2.221, -1.487], [-2.079, 2.026, -3.251], [-0.007, 2.752, -4.014], [0.233, 0.987, -4.062], [1.424, 2.015, -3.245], [0.928, -5.192, -4.519], [1.136, -4.094, -3.796], [0.274, -3.757, -2.773], [-0.784, -4.524, -2.501], [0.520, -2.614, -2.042], [-0.361, -2.311, -1.075], [1.586, -1.769, -2.270], [1.868, -0.297, -1.345], [2.437, -2.146, -3.299], [3.504, -1.398, -3.590], [2.220, -3.281, -4.058], [3.056, -3.601, -5.047], [1.544, -2.297, 1.341], [-2.139, -4.171, 1.745], [-1.680, -2.818, 1.716], [-1.852, -2.039, 2.781], [-2.718, -2.485, 4.102], [-1.096, -0.469, 2.629], [-1.837, -4.586, 0.786], [-3.219, -4.211, 1.866], [-1.669, -4.709, 2.565]],
  "lowdin_charge": [0.86, 0.15, -0.51, -0.37, -0.15, 0.00, -0.05, -0.05, -0.08, -0.26, 0.96, -0.41, -0.17, -0.07, -0.07, -0.06, -0.10, -0.33, -0.11, -0.07, -0.07, -0.07, -0.08, 0.13, 0.11, 0.11, 0.11, 0.10, 0.11, 0.11, 0.11, 0.11, 0.08, 0.11, 0.11, 0.11, 0.10, -0.06, -0.28, -0.18, -0.18, -0.27, -0.12, 0.10, 0.07, 0.10, 0.13, 0.14, 0.12, 0.13, 0.09, 0.09, 0.07, 0.13, -0.14, -0.14, 0.12, -0.26, -0.03, -0.48, 0.67, -0.23, 0.09, -0.14, 0.13, 0.26, -0.10, -0.35, -1.32, 0.64, 0.58, 0.09, 0.08, 0.08],
  "total_charge": 0,
  "relative_energy_kcal_mol": 10.6,
  "homo_ev": [-7.615, -7.685],
  "gap_ev": [6.6, 6.7],
  "lumo_energy_ev": [-1.00, -1.02]
}